Entry 1:
{"formula": "C6H9N4O2S2", "method": "wB97M-V/def2-TZVPD", "multiplicity": 1, "e_above_lowest_kcal_mol": 22.76, "total_charge": -1, "orbital_gap_ev": 8.2749, "smiles": "C[C@@H](SCC(=O)[O-])c1nnnn1CS", "lumo_energy_ha": 0.1166, "elements": ["C", "C", "C", "C", "C", "C", "N", "N", "N", "N", "O", "O", "S", "S", "H", "H", "H", "H", "H", "H", "H", "H", "H"], "coordinates": [[1.693748, -0.073987, -1.489671], [-1.143387, -1.061796, 0.801155], [-0.591202, 0.840686, 2.151746], [2.385485, 0.210886, -0.134149], [-1.651344, -1.845288, -2.014155], [-0.227980, 0.074709, 0.917888], [-1.821581, -1.645271, 1.743156], [-1.649871, -1.707518, -0.385523], [-2.629194, -2.520391, 1.289978], [-2.567872, -2.547376, 0.013779], [2.009294, -1.136054, -2.105452], [0.859286, 0.725163, -1.892600], [-0.238629, -2.789994, -2.568373], [1.556724, -0.611760, 1.254511], [-1.592461, 0.998963, 1.929401], [0.039844, 1.680166, 2.194270], [-0.451184, 0.403418, 3.176663], [2.272491, 1.239173, -0.046628], [3.338188, -0.366927, -0.140047], [-1.738113, -0.879075, -2.583640], [-2.572821, -2.450342, -2.096827], [-0.146742, 0.719564, 0.072243], [1.000078, -1.957627, -2.481863]], "forces_ev_per_angstrom": [[0.10, -0.86, -0.10], [-1.63, -1.75, -3.90], [0.93, -0.82, 1.14], [-0.15, -3.11, -0.98], [0.88, 0.93, 0.97], [2.47, -2.02, 2.03], [2.16, 2.33, 2.94], [0.15, 1.40, -1.01], [-1.90, -1.74, -0.46], [-0.31, -0.90, -0.12], [1.08, -0.63, 0.24], [-0.78, 1.07, 0.14], [-0.45, -1.04, -0.40], [-1.36, 0.52, -0.82], [-2.15, 1.32, 0.63], [0.36, 1.62, -0.18], [-0.35, -0.43, -1.33], [0.91, 1.96, 0.62], [-0.14, 1.39, -0.05], [0.13, -0.65, 1.28], [0.74, 0.43, -0.18], [-0.12, 0.11, -0.77], [-0.58, 0.87, 0.32]], "nbo_charge": [0.777, 0.291, -0.604, -0.644, -0.344, -0.334, -0.316, -0.184, -0.111, -0.096, -0.765, -0.726, -0.246, 0.152, 0.207, 0.206, 0.223, 0.217, 0.245, 0.228, 0.239, 0.281, 0.305]}

Entry 2:
{"formula": "C3H9NO3", "method": "wB97M-V/def2-TZVPD", "multiplicity": 1, "e_above_lowest_kcal_mol": 38.86, "total_charge": 0, "orbital_gap_ev": 8.9883, "smiles": "CNCC(=O)O.O", "lumo_energy_ha": 0.0108, "elements": ["H", "O", "O", "H", "H", "C", "O", "C", "H", "N", "H", "H", "C", "H", "H", "H"], "coordinates": [[-0.984401, 0.513466, 0.965549], [-0.959955, 1.621421, 2.037577], [-1.414748, 0.016351, 0.229471], [-1.118933, 1.019350, 2.773616], [-1.448804, 2.444045, 2.122038], [-0.629922, -0.058341, -0.857210], [-0.876806, -0.880983, -1.695884], [0.677826, 0.713448, -0.711027], [1.152953, 1.081890, -1.622616], [1.612280, -0.092044, 0.098554], [2.547646, 0.252089, -0.065058], [0.378797, 1.556361, -0.088633], [1.590458, -1.549884, 0.039506], [1.968342, -1.994155, 0.967092], [0.589164, -1.948006, -0.071159], [2.248422, -1.909314, -0.762122]], "forces_ev_per_angstrom": [[-0.48, 0.23, -0.88], [0.70, 0.22, 0.64], [0.16, -0.31, -0.38], [-0.24, 0.59, 0.28], [-0.20, -0.24, 0.29], [0.38, -1.37, 0.55], [-0.04, 0.57, -0.79], [-0.16, -0.01, 0.66], [-0.52, -0.28, -0.29], [-0.25, 0.15, 0.48], [-0.06, -0.06, 0.12], [0.43, 0.48, -0.20], [0.69, -0.09, -0.16], [0.07, 0.35, 0.03], [-0.09, 0.07, -0.26], [-0.38, -0.30, -0.10]], "nbo_charge": [0.497, -0.944, -0.705, 0.497, 0.504, 0.777, -0.576, -0.331, 0.201, -0.637, 0.362, 0.194, -0.420, 0.191, 0.215, 0.174]}

Entry 3:
{"formula": "CH2N3O3", "method": "wB97M-V/def2-TZVPD", "multiplicity": 1, "e_above_lowest_kcal_mol": 159.64, "total_charge": -1, "orbital_gap_ev": [7.2358, 7.0741], "smiles": "O=N/C(=N/O)N[O-]", "lumo_energy_ha": [0.1592, 0.1590], "elements": ["C", "N", "N", "N", "O", "O", "O", "H", "H"], "coordinates": [[-1.514533, 0.615023, -0.025886], [-2.798453, 0.968803, 0.177765], [-0.425734, 1.283999, -0.073978], [-1.516751, -0.869848, 0.005683], [-2.679577, -1.502794, -0.057056], [-3.741111, 0.205975, -0.152498], [0.781595, 0.486070, -0.093214], [-1.005459, -1.243488, 0.916966], [0.482656, -0.140247, -0.757769]], "forces_ev_per_angstrom": [[-0.78, -3.56, -0.41], [-0.46, 1.86, 1.41], [0.38, 2.05, -0.14], [1.45, -1.43, 2.39], [0.62, -0.48, -0.57], [0.35, 0.81, -0.55], [-1.21, 0.10, 0.17], [-0.85, 1.56, -2.05], [0.50, -0.90, -0.25]], "nbo_charge": [0.362, -0.134, -0.310, -0.318, -0.459, -0.308, -0.603, 0.320, 0.450]}